ORCA calculation (ωB97M-V/def2-TZVPD) on an isolated molecule of C8H9NO in a non-equilibrium geometry.

Element x y z (Å)
C1 -2.277 -0.215 -0.609
C2 -1.394 -1.059 -0.024
C3 -0.455 1.465 -0.938
C4 0.444 0.542 -0.382
C5 -1.763 1.003 -0.944
C6 -0.067 -0.656 -0.075
C7 1.805 1.062 -0.074
C8 0.880 -1.702 0.642
N1 1.294 -1.286 1.930
O1 0.891 -0.220 2.358
H1 -3.339 -0.570 -0.738
H2 -1.746 -1.944 0.509
H3 -0.321 2.555 -1.023
H4 -2.514 1.733 -1.309
H5 1.928 1.801 -0.835
H6 2.627 0.449 -0.113
H7 1.710 1.566 0.860
H8 1.775 -1.840 0.020
H9 0.523 -2.685 0.748

Summary:
- ΔE to the lowest compared entry with this formula, charge and spin (eV) = 3.931
- HOMO (eV) = -8.9568